Entry 1:
C44H27BiF15IN4O11PS2 | ωB97M-V/def2-TZVPD

Properties
- net charge = -1
- total energy (Ha) = -5887.9175
- E_LUMO (Eh) = 0.054

CARTESIAN COORDINATES (ANGSTROEM)
Bi -0.195 2.578 0.794
O 5.029 3.256 -3.335
C 4.013 3.135 -2.447
C 2.824 3.830 -2.560
C 1.852 3.636 -1.594
N 2.007 2.787 -0.584
C 3.163 2.136 -0.475
C 4.202 2.282 -1.367
C 3.401 1.222 0.696
O 4.483 0.760 0.915
O 2.280 0.994 1.429
C 0.587 4.485 -1.617
O 0.428 5.235 -2.561
O -0.174 4.375 -0.583
H 4.774 3.882 -4.023
H 2.615 4.533 -3.358
H 5.131 1.748 -1.220
C -4.043 4.533 2.752
C -3.904 3.069 3.022
N -4.950 2.427 3.476
C -4.847 1.106 3.723
C -3.687 0.396 3.592
C -3.782 -1.088 3.817
O -2.753 -1.585 4.682
C -2.528 1.072 3.118
C -1.228 0.398 3.262
N -0.195 0.477 2.506
C 0.952 -0.266 2.931
C 0.847 -1.368 3.783
C 1.965 -2.003 4.292
C 3.226 -1.520 3.977
C 3.365 -0.485 3.066
C 2.233 0.081 2.485
I 1.400 4.077 2.506
C -2.638 2.428 2.780
O -1.637 3.171 2.388
H -4.864 4.926 3.349
H -4.288 4.691 1.702
H -3.119 5.069 2.961
H -5.754 0.613 4.058
H -3.735 -1.594 2.848
H -4.762 -1.299 4.248
H -2.992 -2.474 4.962
H -1.179 -0.213 4.155
H -0.133 -1.743 4.045
H 1.845 -2.859 4.944
H 4.113 -1.964 4.411
H 4.342 -0.143 2.781
F -0.545 1.848 -5.021
C -1.495 2.723 -4.676
F -1.033 3.952 -4.848
F -2.547 2.535 -5.470
S -1.958 2.390 -2.927
O -0.700 2.108 -2.263
O -2.895 1.292 -2.999
N -2.630 3.775 -2.595
S -3.350 3.900 -1.195
O -2.762 2.989 -0.220
O -4.779 3.922 -1.295
C -2.952 5.670 -0.668
F -2.213 5.707 0.421
F -4.111 6.280 -0.394
F -2.362 6.322 -1.657
F -3.027 -2.377 -6.234
C -2.158 -3.260 -5.725
F -1.266 -3.548 -6.695
F -2.845 -4.400 -5.493
C -1.485 -2.758 -4.483
C -0.320 -3.390 -4.051
C 0.305 -2.960 -2.898
C -0.227 -1.898 -2.161
C -1.394 -1.290 -2.594
C -2.026 -1.712 -3.760
P 0.484 -1.281 -0.577
C -0.090 -2.701 0.458
C 0.576 -3.907 0.650
C 0.060 -4.883 1.492
C -1.154 -4.671 2.119
C -1.870 -3.507 1.880
C -1.334 -2.522 1.070
C -1.730 -5.674 3.071
F -1.951 -5.125 4.289
F -0.927 -6.731 3.261
F -2.919 -6.145 2.653
C 2.267 -1.615 -0.851
C 3.098 -2.198 0.106
C 4.458 -2.326 -0.120
C 5.011 -1.845 -1.297
C 4.209 -1.227 -2.244
C 2.846 -1.113 -2.019
C 6.487 -2.001 -1.512
F 7.194 -1.545 -0.462
F 6.835 -3.295 -1.672
F 6.919 -1.341 -2.598
H 0.093 -4.212 -4.622
H 1.213 -3.454 -2.572
H -1.812 -0.456 -2.049
H -2.918 -1.201 -4.096
H 1.508 -4.106 0.137
H 0.604 -5.803 1.656
H -2.839 -3.371 2.338
H -1.884 -1.600 0.908
H 2.690 -2.543 1.048
H 5.092 -2.774 0.635
H 4.646 -0.829 -3.150
H 2.225 -0.623 -2.761

Here are the Löwdin charges for atoms 1 to 99, given in e: atom 1 (Bi): 1.570, atom 2 (O): 0.081, atom 3 (C): -0.272, atom 4 (C): 0.088, atom 5 (C): -0.172, atom 6 (N): 0.035, atom 7 (C): -0.175, atom 8 (C): 0.079, atom 9 (C): -0.402, atom 10 (O): 0.127, atom 11 (O): -0.073, atom 12 (C): -0.615, atom 13 (O): 0.074, atom 14 (O): -0.279, atom 15 (H): 0.114, atom 16 (H): 0.135, atom 17 (H): 0.135, atom 18 (C): -0.010, atom 19 (C): -0.246, atom 20 (N): 0.118, atom 21 (C): -0.113, atom 22 (C): -0.158, atom 23 (C): -0.192, atom 24 (O): -0.073, atom 25 (C): -0.061, atom 26 (C): -0.067, atom 27 (N): 0.025, atom 28 (C): -0.188, atom 29 (C): -0.023, atom 30 (C): -0.076, atom 31 (C): -0.077, atom 32 (C): -0.007, atom 33 (C): -0.175, atom 34 (I): 0.282, atom 35 (C): -0.316, atom 36 (O): -0.388, atom 37 (H): 0.080, atom 38 (H): 0.066, atom 39 (H): 0.081, atom 40 (H): 0.105, atom 41 (H): 0.103, atom 42 (H): 0.116, atom 43 (H): 0.084, atom 44 (H): 0.108, atom 45 (H): 0.099, atom 46 (H): 0.105, atom 47 (H): 0.104, atom 48 (H): 0.108, atom 49 (F): 0.125, atom 50 (C): -0.683, atom 51 (F): 0.148, atom 52 (F): 0.138, atom 53 (S): 0.599, atom 54 (O): -0.350, atom 55 (O): -0.293, atom 56 (N): -0.278, atom 57 (S): 0.616, atom 58 (O): -0.403, atom 59 (O): -0.270, atom 60 (C): -0.674, atom 61 (F): 0.138, atom 62 (F): 0.118, atom 63 (F): 0.149, atom 64 (F): 0.143, atom 65 (C): -0.584, atom 66 (F): 0.129, atom 67 (F): 0.133, atom 68 (C): -0.120, atom 69 (C): -0.011, atom 70 (C): -0.071, atom 71 (C): -0.348, atom 72 (C): -0.073, atom 73 (C): 0.015, atom 74 (P): 1.145, atom 75 (C): -0.335, atom 76 (C): -0.070, atom 77 (C): 0.001, atom 78 (C): -0.125, atom 79 (C): -0.012, atom 80 (C): -0.078, atom 81 (C): -0.580, atom 82 (F): 0.126, atom 83 (F): 0.137, atom 84 (F): 0.142, atom 85 (C): -0.366, atom 86 (C): -0.089, atom 87 (C): -0.002, atom 88 (C): -0.126, atom 89 (C): -0.004, atom 90 (C): -0.079, atom 91 (C): -0.585, atom 92 (F): 0.141, atom 93 (F): 0.135, atom 94 (F): 0.135, atom 95 (H): 0.121, atom 96 (H): 0.108, atom 97 (H): 0.079, atom 98 (H): 0.123, atom 99 (H): 0.099


Entry 2:
C44H28Br2Cl4IrNO3 | ωB97M-V/def2-TZVPD

Properties
- net charge = -2
- total energy (Ha) = -9067.2404
- E_LUMO (spin up / spin down) (Eh) = 0.144 / 0.144

CARTESIAN COORDINATES (ANGSTROEM)
Ir -0.375 -0.423 -1.339
C 1.771 1.216 1.381
C 0.557 -1.558 1.361
C 1.236 -2.511 2.117
C 1.916 -3.558 1.544
C 1.861 -3.679 0.141
C 2.505 -4.684 -0.622
Br 3.603 -5.985 0.254
C 2.379 -4.765 -1.983
C 1.589 -3.839 -2.661
Br 1.408 -3.960 -4.541
C 0.932 -2.806 -1.985
O 0.194 -1.926 -2.567
C 1.103 -2.726 -0.581
N 0.461 -1.634 0.008
H 2.130 1.113 2.404
H -0.129 1.670 2.132
H 1.910 2.272 1.128
H 1.241 -2.402 3.194
H 2.468 -4.267 2.140
H 2.888 -5.544 -2.532
Cl -0.203 2.741 -7.671
C -0.730 1.892 -6.244
C -2.033 1.458 -6.130
Cl -3.172 1.744 -7.416
C -2.440 0.779 -4.964
Cl -4.088 0.252 -4.769
C -1.557 0.512 -3.924
O -1.905 -0.085 -2.825
C -0.191 0.944 -4.051
O 0.608 0.701 -3.062
C 0.177 1.644 -5.195
Cl 1.821 2.214 -5.283
C -5.024 -0.666 2.022
C -4.413 0.537 2.346
C -3.331 0.988 1.600
C -2.836 0.245 0.529
C -3.473 -0.947 0.191
C -4.551 -1.401 0.938
C -1.720 0.809 -0.302
C -0.435 1.293 0.077
C -0.143 2.737 -0.317
C 0.265 3.162 -1.574
C 0.432 4.513 -1.859
C 0.199 5.478 -0.891
C -0.211 5.072 0.371
C -0.382 3.724 0.648
H -5.863 -1.026 2.605
H -4.769 1.120 3.187
H -2.850 1.926 1.854
H -3.098 -1.504 -0.658
H -5.029 -2.335 0.669
H -2.158 1.424 -1.085
H 0.470 2.420 -2.328
H 0.750 4.799 -2.855
H 0.328 6.531 -1.115
H -0.410 5.807 1.144
H -0.724 3.439 1.637
C -0.906 -0.670 6.207
C -1.832 -1.151 5.291
C -1.577 -1.061 3.929
C -0.400 -0.489 3.445
C 0.521 -0.016 4.380
C 0.272 -0.104 5.743
C -0.208 -0.428 1.941
C 0.242 0.947 1.395
C 2.679 0.381 0.497
C 3.558 -0.535 1.069
C 4.355 -1.359 0.282
C 4.289 -1.267 -1.101
C 3.451 -0.324 -1.685
C 2.673 0.505 -0.891
H -1.101 -0.738 7.270
H -2.758 -1.595 5.635
H -2.305 -1.435 3.218
H 1.452 0.418 4.046
H 1.006 0.271 6.446
H -1.206 -0.595 1.548
H 3.576 -0.650 2.147
H 4.993 -2.098 0.752
H 4.874 -1.936 -1.721
H 3.364 -0.243 -2.761
H 2.031 1.223 -1.376

Charges per atom according to Löwdin partitioning, unit e: atom 1 (Ir): 1.430, atom 2 (C): -0.075, atom 3 (C): -0.225, atom 4 (C): -0.030, atom 5 (C): -0.078, atom 6 (C): -0.218, atom 7 (C): -0.631, atom 8 (Br): 0.668, atom 9 (C): -0.209, atom 10 (C): -0.619, atom 11 (Br): 0.722, atom 12 (C): -0.424, atom 13 (O): -0.192, atom 14 (C): -0.126, atom 15 (N): -0.016, atom 16 (H): 0.087, atom 17 (H): 0.122, atom 18 (H): 0.120, atom 19 (H): 0.109, atom 20 (H): 0.061, atom 21 (H): 0.082, atom 22 (Cl): 0.580, atom 23 (C): -0.728, atom 24 (C): -0.729, atom 25 (Cl): 0.580, atom 26 (C): -0.613, atom 27 (Cl): 0.630, atom 28 (C): -0.393, atom 29 (O): -0.220, atom 30 (C): -0.415, atom 31 (O): -0.235, atom 32 (C): -0.609, atom 33 (Cl): 0.633, atom 34 (C): -0.125, atom 35 (C): -0.109, atom 36 (C): -0.040, atom 37 (C): -0.229, atom 38 (C): -0.031, atom 39 (C): -0.089, atom 40 (C): -0.241, atom 41 (C): -0.283, atom 42 (C): -0.171, atom 43 (C): -0.011, atom 44 (C): -0.068, atom 45 (C): -0.118, atom 46 (C): -0.106, atom 47 (C): -0.051, atom 48 (H): 0.086, atom 49 (H): 0.093, atom 50 (H): 0.113, atom 51 (H): 0.107, atom 52 (H): 0.094, atom 53 (H): 0.123, atom 54 (H): 0.071, atom 55 (H): 0.100, atom 56 (H): 0.086, atom 57 (H): 0.088, atom 58 (H): 0.100, atom 59 (C): -0.117, atom 60 (C): -0.087, atom 61 (C): -0.017, atom 62 (C): -0.164, atom 63 (C): -0.033, atom 64 (C): -0.096, atom 65 (C): -0.182, atom 66 (C): -0.216, atom 67 (C): -0.211, atom 68 (C): -0.066, atom 69 (C): -0.101, atom 70 (C): -0.098, atom 71 (C): -0.067, atom 72 (C): -0.047, atom 73 (H): 0.088, atom 74 (H): 0.095, atom 75 (H): 0.113, atom 76 (H): 0.096, atom 77 (H): 0.093, atom 78 (H): 0.103, atom 79 (H): 0.105, atom 80 (H): 0.095, atom 81 (H): 0.097, atom 82 (H): 0.109, atom 83 (H): 0.079